Computed, not measured: CH4N4S in the gas phase, with ωB97M-V/def2-TZVPD.

Last column: Löwdin charge in e.
CARTESIAN COORDINATES (ANGSTROEM)
C 0.28 1.16 0.09  -0.229
N -0.36 0.77 1.38  -0.025
N 0.18 0.07 -0.80  -0.060
N -0.05 -1.18 -0.15  -0.711
N -0.55 -0.38 1.53  0.138
S -1.01 -2.32 -0.77  0.429
H -0.19 2.07 -0.32  0.119
H 1.44 1.35 0.31  0.158
H -0.59 0.20 -1.37  0.054
H 0.86 -1.75 0.11  0.127

Results
E_HOMO (alpha / beta), eV: -7.68 / -7.68
LUMO level (alpha / beta), eV: 0.089 / 0.087



Computed, not measured: a molecular structure, C26H37N5O6PmS, with ωB97M-V/def2-TZVPD.

Last column: Löwdin charge in e.
CARTESIAN COORDINATES (ANGSTROEM)
Pm -0.02 0.83 0.39  1.809
C -2.76 0.97 2.43  -0.156
C -2.76 -0.55 2.32  -0.143
O -1.64 -0.98 1.53  -0.243
C -1.56 -2.40 1.47  -0.148
C -0.12 -2.86 1.28  -0.162
O 0.54 -2.13 0.25  -0.218
C 1.94 -2.35 0.32  -0.165
C 2.67 -1.52 -0.74  -0.153
O 2.00 -0.29 -0.93  -0.270
C 2.68 0.66 -1.75  -0.138
C 3.31 1.74 -0.89  -0.152
O 2.38 2.07 0.13  -0.243
C 2.71 3.27 0.85  -0.154
C 2.21 3.14 2.27  -0.166
O 0.83 2.82 2.22  -0.232
C 0.19 2.90 3.48  -0.161
C -1.28 2.65 3.26  -0.155
O -1.41 1.39 2.59  -0.269
H -3.35 1.24 3.31  0.142
H -3.19 1.44 1.54  0.137
H -3.69 -0.88 1.86  0.143
H -2.67 -0.98 3.32  0.130
H -2.21 -2.75 0.66  0.119
H -1.91 -2.84 2.40  0.144
H -0.13 -3.93 1.03  0.145
H 0.42 -2.75 2.22  0.089
H 2.16 -3.41 0.14  0.143
H 2.31 -2.09 1.31  0.120
H 2.71 -2.05 -1.70  0.125
H 3.69 -1.36 -0.40  0.146
H 1.92 1.11 -2.40  0.134
H 3.43 0.17 -2.36  0.142
H 3.53 2.62 -1.51  0.146
H 4.25 1.40 -0.43  0.141
H 2.24 4.12 0.35  0.080
H 3.79 3.41 0.87  0.141
H 2.36 4.10 2.78  0.144
H 2.75 2.36 2.81  0.134
H 0.33 3.90 3.91  0.146
H 0.60 2.16 4.17  0.124
H -1.71 3.44 2.64  0.140
H -1.79 2.60 4.22  0.124
C -1.35 -2.93 -4.62  0.005
N -0.82 -2.93 -3.24  -0.155
C -1.93 -3.05 -2.24  0.020
C 0.12 -1.75 -2.92  -0.089
C -0.52 -0.40 -3.07  -0.309
C -0.55 0.12 -4.37  -0.085
C -1.26 1.27 -4.66  -0.075
C -1.96 1.87 -3.63  -0.073
C -1.85 1.39 -2.33  -0.171
C -1.08 0.27 -1.95  -0.188
H -1.91 -3.84 -4.80  0.107
H -0.52 -2.88 -5.33  0.108
H -1.99 -2.06 -4.76  0.108
H -0.24 -3.76 -3.14  0.177
H -2.27 -2.05 -1.99  0.097
H -1.55 -3.54 -1.35  0.091
H -2.74 -3.64 -2.66  0.107
H 0.96 -1.87 -3.61  0.135
H 0.44 -1.91 -1.90  0.086
H -0.02 -0.39 -5.17  0.109
H -1.27 1.68 -5.66  0.109
H -2.57 2.75 -3.83  0.111
H -2.40 1.94 -1.57  0.067
S 0.44 5.10 -1.46  0.635
C -0.21 3.87 -0.70  -0.960
N -0.69 2.94 -0.14  -0.124
N 1.27 0.02 2.17  0.064
C 0.86 -0.37 3.19  -0.184
C 0.35 -0.90 4.35  -0.249
C -0.58 -0.16 5.11  -0.226
N -1.38 0.45 5.67  0.177
C 0.63 -2.26 4.62  -0.240
N 0.85 -3.39 4.75  0.154

Results
Multiplicity: 5
Total charge: +1
E_HOMO (alpha / beta), eV: -10.48 / -10.49
LUMO level (alpha / beta), eV: -2.792 / -2.792



Computed, not measured: a molecular structure, C13H37BrCuN5O4, with ωB97M-V/def2-TZVPD.

Last column: Löwdin charge in e.
CARTESIAN COORDINATES (ANGSTROEM)
Cu -12.59 -11.22 22.02  0.461
Br -14.44 -11.35 19.93  0.102
C -12.02 -14.38 20.78  -0.759
O -12.11 -13.33 21.40  -0.050
N -11.11 -15.30 20.84  0.196
N -12.86 -14.59 19.82  0.188
H -10.96 -15.92 20.06  0.123
H -10.29 -15.07 21.39  0.131
H -13.60 -13.94 19.62  0.043
H -12.71 -15.41 19.24  0.126
C -14.12 -10.53 15.58  -0.070
C -13.62 -11.97 15.74  -0.430
C -12.22 -11.99 16.30  -0.214
O -11.66 -13.23 16.64  -0.175
C -10.55 -13.16 17.49  -0.111
N -14.68 -12.62 16.51  0.048
H -15.18 -10.51 15.33  0.075
H -13.47 -10.06 14.85  0.085
H -14.00 -9.93 16.48  0.068
H -13.74 -12.38 14.74  0.141
H -12.19 -11.27 17.12  0.120
H -11.67 -11.59 15.45  0.133
H -9.70 -12.54 17.21  0.097
H -10.25 -14.20 17.63  0.086
H -10.94 -12.89 18.47  0.071
H -14.87 -12.02 17.30  -0.036
H -14.34 -13.49 16.90  0.061
C -17.20 -9.67 17.54  -0.027
C -18.17 -10.16 18.60  -0.390
C -19.74 -10.01 18.35  -0.113
O -20.07 -8.67 17.86  -0.178
C -21.45 -8.53 17.60  -0.091
N -17.83 -11.49 18.80  0.257
H -17.63 -8.71 17.27  0.094
H -17.25 -10.40 16.73  0.097
H -16.18 -9.57 17.91  0.056
H -18.00 -9.68 19.56  0.156
H -20.19 -10.27 19.31  0.129
H -20.02 -10.74 17.60  0.134
H -21.51 -8.25 16.55  0.096
H -21.94 -7.78 18.22  0.093
H -21.98 -9.47 17.76  0.086
H -16.84 -11.51 19.01  -0.016
H -18.26 -11.72 19.69  0.140
C -17.02 -7.61 21.80  -0.051
C -15.91 -6.85 21.14  -0.447
C -15.32 -5.68 22.00  -0.155
O -16.31 -4.96 22.79  -0.192
C -15.74 -3.86 23.52  -0.111
N -14.90 -7.80 20.78  0.016
H -16.65 -8.15 22.68  0.093
H -17.35 -8.41 21.14  0.041
H -17.88 -6.95 21.89  0.089
H -16.26 -6.45 20.19  0.132
H -14.69 -5.02 21.40  0.119
H -14.67 -6.11 22.76  0.117
H -16.41 -3.21 24.07  0.089
H -15.06 -3.24 22.93  0.080
H -15.05 -4.23 24.27  0.078
H -15.19 -8.53 20.14  -0.007
H -14.14 -7.36 20.29  0.076

Results
Multiplicity: 2
Total charge: +1
E_HOMO (alpha / beta), eV: -11.51 / -11.46
LUMO level (alpha / beta), eV: -3.737 / -7.827



Computed, not measured: 2 unconnected molecules or ions with the total composition C9H14, with ωB97M-V/def2-TZVPD.

Last column: Löwdin charge in e.
CARTESIAN COORDINATES (ANGSTROEM)
C -0.34 1.52 -2.26  -0.054
C -1.05 -0.38 -0.71  -0.096
C -0.02 0.32 -1.32  -0.291
C -0.88 -1.62 -0.05  -0.120
C 0.36 -2.06 0.11  -0.115
C 1.33 -0.13 -1.09  -0.065
C 1.48 -1.33 -0.49  -0.080
H -2.06 0.10 -0.65  0.126
H -1.65 -2.30 0.38  0.124
H 0.64 1.60 -2.97  0.115
H -0.68 2.43 -1.77  0.058
H 0.60 -2.83 0.79  0.086
H 2.20 0.45 -1.39  0.106
H 2.46 -1.85 -0.51  0.109
H -1.07 1.14 -3.03  0.081
C -0.46 1.88 1.88  -0.131
C -0.14 0.78 3.01  -0.153
H 0.50 2.33 1.64  0.053
H -0.88 1.50 0.88  0.038
H -1.37 2.44 2.21  0.066
H -0.82 0.80 3.89  0.059
H 0.88 0.60 3.35  0.049
H -0.45 -0.24 2.72  0.034

Results
E_HOMO, eV: -8.76
LUMO level, eV: 1.056
SMILES: Cc1ccccc1.CC



Computed, not measured: a molecular structure, C4H15GaNOS, with ωB97M-V/def2-TZVPD.

Last column: Löwdin charge in e.
CARTESIAN COORDINATES (ANGSTROEM)
C -1.45 -3.05 0.67  -0.136
C -2.16 -2.30 -0.48  -0.459
N -1.24 -1.91 -1.56  -0.234
Ga -1.57 0.00 -1.99  0.139
H -0.40 -3.20 0.42  0.046
H -1.54 -2.51 1.61  0.044
H -1.91 -4.03 0.81  0.042
H -2.99 -2.91 -0.87  0.083
H -2.63 -1.41 -0.04  0.041
H -1.55 -2.39 -2.40  -0.020
H -3.16 0.09 -2.32  -0.152
H -0.65 0.41 -3.26  -0.169
H -1.25 0.86 -0.68  -0.135
C 2.92 3.11 0.23  -0.287
S 1.58 1.90 0.26  0.765
O 0.35 2.71 0.43  -0.572
C 1.97 1.25 1.90  -0.277
H 2.83 3.66 -0.70  0.044
H 2.82 3.79 1.07  0.049
H 3.88 2.59 0.26  0.043
H 1.95 2.06 2.63  0.050
H 2.96 0.77 1.87  0.045
H 1.22 0.51 2.14  0.049

Results
Total charge: -1
E_HOMO, eV: -3.61
LUMO level, eV: 2.840



Computed, not measured: C25H28N4O3S in the gas phase, with ωB97M-V/def2-TZVPD.

Last column: Löwdin charge in e.
CARTESIAN COORDINATES (ANGSTROEM)
C -1.99 2.45 1.81  -0.034
C -1.24 1.96 3.01  -0.269
C 0.04 2.42 3.28  -0.029
C 0.73 1.98 4.39  -0.018
C 0.16 1.03 5.24  -0.196
C -1.13 0.58 4.98  -0.030
C -1.82 1.06 3.89  -0.046
H -2.83 0.71 3.70  0.120
H -1.59 -0.14 5.64  0.123
C 0.96 0.50 6.38  -0.449
O 1.44 1.19 7.24  0.109
C 1.23 -0.99 6.30  -0.343
H 0.42 -1.57 5.87  0.072
H 1.57 -1.39 7.25  0.087
S 2.65 -1.14 5.15  1.018
C 1.80 -1.01 3.61  -0.634
N 0.58 -1.40 3.53  0.115
C -0.08 -1.19 2.34  -0.210
C -1.42 -1.58 2.23  -0.004
C -2.11 -1.31 1.08  0.001
C -1.50 -0.66 0.00  -0.123
C -0.17 -0.30 0.09  0.052
C 0.55 -0.57 1.25  -0.064
C 1.96 -0.19 1.34  -0.406
O 2.62 0.32 0.47  0.083
N 2.51 -0.48 2.59  0.147
H 3.48 -0.22 2.73  0.151
H 0.34 0.22 -0.71  0.123
C -2.36 -0.36 -1.19  -0.458
O -3.57 -0.26 -1.10  0.059
N -1.69 -0.18 -2.35  0.074
H -0.70 -0.36 -2.43  0.116
C -2.32 0.05 -3.62  -0.154
H -3.36 -0.25 -3.56  0.123
H -2.29 1.13 -3.86  0.115
C -1.56 -0.75 -4.68  -0.173
N -0.13 -0.60 -4.49  -0.205
C 0.65 -1.71 -4.98  -0.200
C 2.10 -1.58 -4.51  -0.184
C 2.70 -0.28 -5.01  -0.208
C 1.82 0.88 -4.55  -0.181
C 0.38 0.66 -5.02  -0.195
H -0.25 1.47 -4.66  0.115
H 0.35 0.66 -6.13  0.128
H 1.83 0.94 -3.46  0.112
H 2.19 1.83 -4.95  0.111
H 3.71 -0.15 -4.62  0.109
H 2.75 -0.29 -6.10  0.112
H 2.12 -1.60 -3.42  0.113
H 2.68 -2.44 -4.87  0.110
H 0.22 -2.64 -4.59  0.119
H 0.63 -1.76 -6.09  0.127
H -1.80 -1.81 -4.55  0.122
H -1.89 -0.45 -5.69  0.126
H -3.16 -1.57 0.98  0.123
H -1.89 -2.07 3.07  0.120
H 1.73 2.34 4.60  0.124
H 0.51 3.12 2.61  0.117
H -1.31 2.78 1.03  0.081
H -2.64 1.68 1.41  0.073
H -2.62 3.30 2.09  0.088

Results
E_HOMO, eV: -8.50
LUMO level, eV: 0.094
SMILES: Cc1ccc(C(=O)CSc2nc3ccc(C(=O)NCCN4CCCCC4)cc3c(=O)[nH]2)cc1



Computed, not measured: 3 unconnected molecules or ions with the total composition C3H12O3, with ωB97M-V/def2-TZVPD.

Last column: Löwdin charge in e.
CARTESIAN COORDINATES (ANGSTROEM)
C 0.98 0.45 -1.06  -0.284
O 0.60 0.91 -2.34  -0.064
C 1.01 -1.08 -0.90  -0.242
C -0.29 -1.70 -1.38  -0.099
H 1.82 0.99 -0.61  0.122
H 0.14 0.69 -0.39  0.067
H 1.31 0.70 -2.96  0.089
H 1.89 -1.47 -1.42  0.103
H 1.22 -1.34 0.14  0.108
H -0.53 -1.19 -2.32  0.068
H -0.29 -2.75 -1.60  0.066
H -1.11 -1.31 -0.76  0.080
H -1.76 0.64 4.61  0.031
H -0.56 0.61 3.77  0.019
O -0.91 0.20 4.57  -0.065
H -0.88 1.70 0.23  0.014
H -1.42 2.43 1.31  0.050
O -1.22 1.51 1.12  -0.064

Results
E_HOMO, eV: -10.72
LUMO level, eV: 0.519
SMILES: CCCO.O.O



Computed, not measured: a molecular structure, C21H18FeN5OS3, with ωB97M-V/def2-TZVPD.

Last column: Löwdin charge in e.
CARTESIAN COORDINATES (ANGSTROEM)
Fe 0.81 -0.32 -0.04  0.017
S 2.39 -1.40 1.36  0.639
C 1.12 -0.85 2.40  -1.061
N 0.11 -0.21 1.85  -0.079
C -0.82 0.16 2.81  -0.287
C -2.00 0.85 2.53  -0.012
C -2.84 1.16 3.58  -0.092
C -2.52 0.79 4.89  -0.099
C -1.36 0.11 5.17  -0.093
C -0.51 -0.21 4.11  -0.478
S 1.01 -1.05 4.12  1.041
H -2.24 1.14 1.52  0.101
H -3.76 1.70 3.39  0.099
H -3.20 1.05 5.70  0.099
H -1.11 -0.18 6.18  0.106
C -2.08 2.31 -1.83  -0.041
C -3.04 1.40 -2.22  -0.053
C -2.84 0.06 -1.96  -0.001
C -1.68 -0.34 -1.31  -0.170
N -0.74 0.55 -0.93  0.049
C -0.94 1.84 -1.19  -0.128
C -1.39 -1.76 -0.99  -0.167
C -2.26 -2.79 -1.31  -0.002
C -1.93 -4.09 -0.97  -0.053
C -0.73 -4.32 -0.32  -0.035
C 0.08 -3.24 -0.03  -0.092
N -0.23 -1.99 -0.36  0.049
H -2.19 3.37 -2.01  0.109
H -3.94 1.73 -2.72  0.111
H -3.58 -0.66 -2.26  0.104
H -0.16 2.50 -0.86  0.051
H -3.19 -2.60 -1.83  0.103
H -2.59 -4.90 -1.22  0.110
H -0.43 -5.32 -0.03  0.109
H 1.03 -3.36 0.48  0.064
O 1.64 -0.55 -1.56  -0.447
C 2.27 2.40 -2.85  -0.019
N 3.29 1.70 -2.11  -0.116
C 4.48 1.22 -2.63  -0.045
C 5.14 0.61 -1.62  -0.060
N 4.34 0.74 -0.51  0.080
C 3.21 1.40 -0.81  -0.741
S 1.98 1.75 0.32  0.712
H 2.59 2.51 -3.88  0.092
H 2.11 3.39 -2.41  0.092
H 1.35 1.83 -2.80  0.075
H 4.75 1.34 -3.66  0.119
H 6.09 0.11 -1.61  0.114
H 4.53 0.39 0.42  0.126

Results
Multiplicity: 2
E_HOMO (alpha / beta), eV: -6.61 / -6.10
LUMO level (alpha / beta), eV: -0.175 / -0.176



Computed, not measured: 2 unconnected molecules or ions with the total composition C4H6N2, with ωB97M-V/def2-TZVPD.

Last column: Löwdin charge in e.
CARTESIAN COORDINATES (ANGSTROEM)
N 0.73 0.90 0.98  0.224
C -0.11 0.14 0.37  -0.318
C -1.08 0.03 -0.69  -0.055
C -1.06 -0.95 0.50  -0.032
C 1.83 -0.44 -1.25  -0.344
N 2.26 0.65 -1.30  -0.174
H 1.15 0.59 1.84  0.147
H 1.33 1.44 0.33  0.093
H -0.71 -0.33 -1.64  0.094
H -1.85 0.80 -0.72  0.125
H -1.83 -0.91 1.27  0.118
H -0.65 -1.94 0.29  0.123

Results
E_HOMO, eV: -8.88
LUMO level, eV: -0.690



Computed, not measured: C26H32N2O3 in the gas phase, with ωB97M-V/def2-TZVPD.

Last column: Löwdin charge in e.
CARTESIAN COORDINATES (ANGSTROEM)
C -3.71 0.73 -6.20  -0.048
C -3.54 0.91 -4.72  -0.227
C -2.29 1.21 -4.21  0.055
C -2.16 1.37 -2.84  -0.186
C -3.26 1.24 -1.97  -0.104
C -4.52 0.94 -2.50  0.031
C -4.66 0.78 -3.86  -0.233
C -6.00 0.46 -4.44  -0.051
H -6.31 1.23 -5.15  0.082
H -5.98 -0.49 -4.98  0.082
H -6.75 0.40 -3.65  0.075
H -5.37 0.84 -1.85  0.118
C -2.75 1.49 -0.66  -0.134
C -1.41 1.71 -0.82  -0.117
C -0.42 2.07 0.22  -0.371
O -0.79 2.71 1.20  0.056
N 0.87 1.71 0.05  -0.014
C 1.34 0.76 -0.95  -0.078
H 2.42 0.66 -0.82  0.134
H 1.14 1.13 -1.96  0.127
C 0.70 -0.64 -0.84  -0.290
H -0.39 -0.54 -0.87  0.145
C 1.12 -1.43 0.41  -0.117
H 0.40 -1.33 1.22  0.119
C 1.21 -2.86 -0.13  -0.146
H 1.88 -3.49 0.44  0.111
C 1.73 -2.59 -1.55  -0.201
H 1.48 -3.38 -2.26  0.120
O 1.09 -1.40 -1.97  -0.092
H 2.82 -2.45 -1.54  0.121
H 0.23 -3.32 -0.18  0.114
H 2.10 -1.10 0.76  0.101
C 1.86 2.25 0.97  -0.095
C 2.34 1.23 1.97  -0.234
C 1.48 0.77 2.96  -0.035
C 1.88 -0.19 3.87  -0.019
C 3.17 -0.73 3.83  -0.237
C 4.04 -0.24 2.84  -0.029
C 3.62 0.71 1.93  -0.057
H 4.32 1.07 1.19  0.113
H 5.05 -0.60 2.77  0.092
N 3.57 -1.72 4.70  -0.199
C 4.97 -2.04 4.81  -0.075
H 5.34 -2.46 3.87  0.085
H 5.11 -2.79 5.59  0.080
H 5.58 -1.17 5.07  0.094
C 2.72 -2.08 5.81  -0.076
H 1.75 -2.42 5.44  0.085
H 3.17 -2.89 6.37  0.080
H 2.55 -1.24 6.50  0.095
H 1.18 -0.51 4.62  0.094
H 0.48 1.17 3.02  0.117
H 1.36 3.07 1.49  0.128
H 2.70 2.64 0.39  0.130
O -1.04 1.66 -2.14  0.087
C -3.53 1.46 0.60  -0.015
H -4.38 2.14 0.52  0.089
H -3.92 0.46 0.79  0.088
H -2.90 1.77 1.43  0.069
H -1.43 1.31 -4.86  0.124
H -4.42 1.45 -6.60  0.083
H -4.09 -0.27 -6.42  0.083
H -2.76 0.86 -6.71  0.076

Results
E_HOMO, eV: -7.62
LUMO level, eV: 0.726
SMILES: Cc1cc2oc(C(=O)N(Cc3ccc(N(C)C)cc3)C[C@@H]3CCCO3)c(C)c2cc1C



Number 1: largest force on an atom 4.68 eV/Å, DFT total energy -17893.061 eV. Number 2: largest force on an atom 1.24 eV/Å, DFT total energy -74680.796 eV. Number 3: largest force on an atom 4.28 eV/Å, DFT total energy -144393.254 eV. Number 4: largest force on an atom 4.42 eV/Å, DFT total energy -9558.210 eV. Number 5: largest force on an atom 0.59 eV/Å, DFT total energy -71138.649 eV. Number 6: largest force on an atom 0.74 eV/Å, DFT total energy -49319.810 eV. Number 7: largest force on an atom 2.11 eV/Å, DFT total energy -9447.307 eV. Number 8: largest force on an atom 1.23 eV/Å, DFT total energy -98460.554 eV. Number 9: largest force on an atom 1.24 eV/Å, DFT total energy -7221.457 eV. Number 10: largest force on an atom 1.27 eV/Å, DFT total energy -36604.438 eV.